(1)
C32H31CrN8S | ωB97M-V/def2-TZVPD

The geometry in XYZ format:
```
73
Properties=species:S:1:pos:R:3:forces:R:3
Cr -0.34042 -0.44738 -0.63568 -0.2031 0.1719 -0.0062
C 2.63851 -1.55799 -0.55728 -0.1280 0.1175 -0.0254
C 1.77522 -2.80741 -0.69328 -0.0960 0.1706 0.0476
C 0.77317 -2.99284 0.41772 -0.0654 0.0227 0.0468
C 0.83970 -4.11702 1.22516 0.0237 -0.0295 0.0460
C -0.08656 -4.29693 2.23909 0.0427 -0.0021 -0.0317
C -1.05468 -3.32721 2.43450 0.0134 -0.1356 0.1015
C -1.06467 -2.22984 1.60126 -0.1093 0.2057 0.0261
N -0.18732 -2.06511 0.60474 0.2969 -0.4684 0.1480
N 1.90286 -0.28124 -0.82328 -0.1424 -0.1546 0.0470
C 2.52966 0.85094 -0.07336 -0.0910 -0.0407 0.0665
C 2.76226 0.66636 1.41560 -0.1208 -0.1341 -0.0491
C 3.78418 1.38143 2.02488 0.0440 0.1506 -0.0157
C 3.96455 1.25440 3.39309 0.0241 0.0396 -0.0463
C 3.12618 0.41261 4.10384 -0.0257 -0.0271 0.0392
C 2.14535 -0.27343 3.40530 0.0017 -0.0075 -0.0529
N 1.96657 -0.15536 2.09117 0.0767 -0.1979 -0.0610
C 2.00796 0.06137 -2.26512 -0.0407 0.0319 0.0667
C 0.94629 1.03109 -2.72673 0.0761 -0.0874 0.0749
C 1.15098 1.87427 -3.80310 0.1047 0.0446 -0.0587
C 0.10250 2.66633 -4.24170 0.0126 0.0202 -0.0028
C -1.11211 2.60105 -3.57744 -0.0280 0.0693 -0.0634
C -1.23584 1.75096 -2.49777 -0.0468 0.0461 0.1172
N -0.22558 0.97841 -2.08534 0.0736 0.2962 -0.4023
H 3.50339 -1.62538 -1.22212 -0.0032 0.0328 -0.0929
H 3.01411 -1.52948 0.45489 0.0832 0.1195 0.1815
H 2.43983 -3.66916 -0.70531 0.0238 -0.0428 0.0255
H 1.25069 -2.81494 -1.64264 -0.0385 -0.0344 -0.1462
H 1.61740 -4.84869 1.05013 -0.0277 0.0147 0.0012
H -0.04622 -5.18128 2.86295 -0.0151 0.0476 -0.0027
H -1.79413 -3.41676 3.21821 0.0116 0.0291 -0.0333
H -1.79588 -1.44161 1.72622 0.0204 -0.0158 -0.0403
H 1.89070 1.72266 -0.23089 0.0207 0.0420 0.0234
H 3.49902 1.07347 -0.52708 0.0735 -0.0287 -0.0937
H 4.42107 2.03686 1.44103 -0.0179 -0.0541 0.0309
H 4.75255 1.80165 3.89400 -0.0138 -0.0017 -0.0113
H 3.23502 0.28164 5.17277 -0.0228 0.0033 -0.0550
H 1.46927 -0.95079 3.91799 0.0298 0.0238 -0.0187
H 1.91152 -0.85422 -2.84468 0.0025 -0.0615 0.0256
H 2.99651 0.46873 -2.48733 0.0950 -0.0047 -0.0183
H 2.11875 1.90415 -4.28943 -0.0611 -0.0037 0.0204
H 0.23512 3.33071 -5.08650 -0.0085 -0.0299 0.0344
H -1.95532 3.20546 -3.88367 0.0384 -0.0319 0.0231
H -2.15537 1.68084 -1.93197 -0.0082 -0.0462 0.0273
N -2.76599 2.25586 1.90112 0.0575 -0.0660 0.0584
C -2.20718 1.34557 1.05170 0.0676 0.0385 -0.1239
S -0.45883 1.24855 1.02711 -0.0682 -0.1552 0.0467
N -2.98577 0.59147 0.35787 -0.2625 -0.1535 -0.2111
N -2.33277 -0.34445 -0.42334 -0.1355 -0.0027 -0.0341
C -3.08867 -1.14752 -1.19712 0.1227 0.1491 0.0730
C -4.57468 -1.11243 -1.21248 -0.0478 0.0723 0.0491
C -5.34122 -1.20005 -0.04815 0.1039 -0.0907 -0.0604
C -6.72507 -1.14905 -0.10882 0.0343 0.0014 0.0647
C -7.37064 -0.99822 -1.32938 0.0000 -0.0231 0.0181
C -6.62266 -0.90595 -2.49267 0.0355 -0.0052 -0.0248
C -5.23714 -0.96296 -2.43368 0.0602 0.0602 0.0551
C -2.37074 -1.97907 -2.08499 -0.0239 -0.0808 0.0728
C -2.97259 -3.05289 -2.79411 -0.0272 -0.0094 -0.0899
C -2.27141 -3.73783 -3.73756 -0.0270 -0.0197 -0.0021
C -0.94126 -3.34277 -4.02087 -0.0101 -0.0469 -0.0552
C -0.38482 -2.36699 -3.25017 -0.0636 0.0973 0.0954
N -1.01684 -1.72333 -2.23828 0.1818 0.0631 0.1127
H -2.18404 2.96937 2.29663 0.0117 0.0560 -0.0295
H -3.75100 2.43756 1.81095 0.0032 -0.0189 -0.0106
H -4.84727 -1.32203 0.90601 0.0102 0.0620 0.0154
H -7.30329 -1.22163 0.80510 0.0306 -0.0107 -0.0549
H -8.45201 -0.95612 -1.37143 0.0380 0.0054 0.0020
H -7.11487 -0.78682 -3.45004 0.0159 0.0042 0.0312
H -4.65675 -0.87370 -3.34457 -0.0123 -0.0152 0.0072
H -3.99922 -3.30746 -2.57176 0.0184 0.0000 0.0048
H -2.72447 -4.56237 -4.27226 -0.0093 0.0286 0.0120
H -0.36783 -3.79869 -4.81608 -0.0211 0.0261 0.0371
H 0.62963 -2.06038 -3.46301 0.0422 -0.0258 0.0480
```
Positions in Å, forces in eV/Å.

Summary:
spin multiplicity: 5
energy above the lowest of the compared OMol25 structures with the same formula, charge and spin: 0.1517 eV
total charge: +1
frontier orbital gap (alpha / beta): 5.537 / 7.045 eV
HOMO (alpha / beta): -7.85 / -9.91 eV



(2)
C12H19Cl2MnN3O | ωB97M-V/def2-TZVPD

The geometry in XYZ format:
```
38
Properties=species:S:1:pos:R:3:forces:R:3
Mn 0.39277 -0.41553 -0.89347 -3.8469 3.9664 -0.7326
Cl 1.55060 1.45443 -0.70730 -0.1034 -0.4355 0.0542
Cl -1.23076 -1.98615 -1.00877 -0.1504 -0.5054 -0.3900
C 1.18733 -1.12396 -2.46144 2.5236 -2.5174 0.9008
H 0.55499 -1.82642 -3.01736 0.0260 0.6235 0.2397
H 1.83902 -0.45928 -3.03973 -0.4701 0.0001 0.2702
C 0.74799 -0.86654 0.81744 -0.0663 -0.6829 3.7060
C 1.79946 -1.63775 -1.15717 0.7888 -0.9169 -4.0713
H 0.01562 -0.27873 1.39417 0.5460 0.1104 -0.4993
C 3.28627 -1.40191 -1.02676 0.3239 0.3359 0.4283
H 1.48319 -2.63549 -0.84788 -0.0737 0.2400 0.0005
C 3.88846 -1.74030 0.34867 0.1031 0.2135 -0.4344
H 3.77395 -2.02277 -1.79637 -0.1637 0.0842 0.1989
H 3.50512 -0.35513 -1.29163 -0.0265 -0.3226 0.1502
C 3.17841 -1.01228 1.48249 0.2489 -0.2783 0.1073
H 3.83853 -2.82615 0.51102 -0.0253 0.1476 0.0363
H 4.95387 -1.47538 0.32967 -0.1500 -0.0420 0.0313
C 1.72901 -1.54191 1.65444 0.7592 0.0726 0.6358
H 3.74476 -1.14251 2.41535 -0.1922 -0.1102 -0.1402
H 3.16190 0.06606 1.28285 -0.0958 -0.1803 0.0152
H 1.70133 -2.63021 1.48067 0.2444 0.0672 -0.0101
H 1.44187 -1.39543 2.70779 -0.0456 -0.0423 -0.2486
C -3.21547 3.83231 -1.12904 -0.1792 0.2676 -0.1857
N -2.94134 2.62422 -0.36732 0.1030 -0.1556 -0.2733
C -3.80434 2.26229 0.60571 0.3415 -0.5636 0.4626
C -3.59434 1.11852 1.31843 -0.4632 0.5955 -0.0858
C -2.43704 0.35991 1.01181 0.5509 -0.2762 -0.0985
N -1.56737 0.74344 0.08874 -0.2362 0.0025 -0.8235
C -1.90736 1.74193 -0.79089 0.3615 0.4860 -1.1145
O -1.36755 1.89930 -1.89627 -0.7678 -0.3242 1.9145
N -2.18343 -0.79867 1.69059 -0.7510 -0.0465 0.0801
H -3.31364 4.68521 -0.45125 0.1440 -0.1348 -0.0302
H -4.15919 3.73750 -1.67628 0.2117 -0.0597 -0.0803
H -2.39688 3.99892 -1.82514 -0.1055 -0.0404 0.0480
H -4.65518 2.92782 0.75961 0.2540 -0.2297 0.0345
H -4.27595 0.76965 2.07942 -0.0839 0.1498 -0.0415
H -2.94487 -1.10589 2.29509 0.4210 0.1279 -0.3162
H -1.77974 -1.54312 1.11010 0.0452 0.3739 0.2617
```
Positions in Å, forces in eV/Å.

Summary:
spin multiplicity: 4
energy above the lowest of the compared OMol25 structures with the same formula, charge and spin: 2.6979 eV
frontier orbital gap (alpha / beta): 6.343 / 8.458 eV
HOMO (alpha / beta): -7.02 / -8.91 eV



(3)
C3H10AsCu2F6NO4 | ωB97M-V/def2-TZVPD

The geometry in XYZ format:
```
27
Properties=species:S:1:pos:R:3:forces:R:3
Cu 1.21538 -0.17071 -1.21893 2.7761 -5.6881 -5.4170
Cu 2.92291 -1.48839 -0.50464 6.0700 -4.1981 2.3361
O 2.46365 0.80416 -1.80371 4.5252 6.1078 -3.6682
H 2.04453 1.64374 -2.07571 0.9806 -0.2913 0.0786
O 2.17753 -0.25439 0.34479 0.1319 1.6002 8.6743
H 1.68105 -0.70908 1.05281 0.8736 0.8109 -0.0151
O 2.08579 -1.50163 -1.93699 -1.3165 -6.3316 -8.0436
H 1.30486 -2.08257 -2.02181 0.7579 -0.3382 -0.4142
As 0.04919 2.19499 0.16424 3.7511 2.8095 1.7970
F -1.63635 2.57996 -0.22143 0.5689 -0.2734 0.1979
F 0.01821 0.58121 -0.64082 -9.9699 11.2441 5.7358
F 1.79744 2.00573 0.65011 -2.4750 0.7251 -0.7035
F 0.28758 3.74302 1.12158 -1.2655 -0.7692 -1.0532
F -0.41475 1.42863 1.71617 -0.0339 0.3165 -0.8209
F 0.59416 3.04679 -1.35577 -1.0317 -0.8847 1.3563
C -1.44386 -0.93453 -0.86337 -0.7190 0.1477 -2.6879
O -0.48696 -1.19151 -1.62595 -2.5111 -2.8630 -0.2661
N -1.38371 -0.89843 0.46116 -0.3673 -2.0103 0.5332
C -2.43449 -0.33190 1.22668 -0.4548 -1.3519 0.9610
C -0.31678 -1.66584 1.04772 0.6344 0.8828 -0.2210
H -2.40299 -0.57148 -1.26397 0.1145 0.2733 -0.1043
H -1.96539 -0.02300 2.16083 -0.5372 0.6154 -0.0755
H -3.15686 -1.11099 1.47021 -0.3660 -0.5534 0.4581
H -3.08089 0.38994 0.72748 0.9032 0.5804 -0.1468
H 0.23835 -0.94286 1.64539 -0.2302 -0.6134 0.9647
H -0.54117 -2.63381 1.49580 -0.6127 0.1101 0.6114
H 0.38356 -1.90704 0.24806 -0.1966 -0.0573 -0.0673
```
Positions in Å, forces in eV/Å.

Summary:
spin multiplicity: 1
total charge: -2
frontier orbital gap: 3.177 eV
HOMO: 2.27 eV



(4)
C10H10Cl2O4Sn | ωB97M-V/def2-TZVPD

The geometry in XYZ format:
```
27
Properties=species:S:1:pos:R:3:forces:R:3
C -2.23002 -0.94944 -0.04048 0.0147 0.5578 -0.7132
C -1.64378 -1.12700 -1.35890 -0.4557 0.3770 0.2734
C -1.45523 0.16690 -1.92354 -0.0140 -0.0146 -0.2663
H -1.42460 -2.09481 -1.81635 -0.0584 0.4795 0.1843
C -1.85835 1.14994 -0.98599 -0.0682 -0.3928 0.4259
C -2.33122 0.47332 0.19984 0.0013 0.0326 -0.7164
H -2.83831 0.93038 1.05306 0.5097 -0.1841 -0.2735
H -2.58533 -1.73854 0.61587 0.2286 0.2516 -0.1119
H -1.03743 0.36381 -2.92667 -0.2650 -0.1348 0.8736
H -1.83979 2.23422 -1.11715 0.1056 -0.5089 0.0497
Sn -0.01001 -0.36462 0.34481 -0.0233 2.0835 0.2506
Cl 0.19059 -2.41616 1.07273 0.2170 -3.5343 1.5814
C 2.29372 0.11431 0.32327 -0.5158 0.0381 -0.1647
C 1.92875 1.36282 -0.30615 -0.1652 -0.1307 -0.8181
C 1.52746 1.08004 -1.64493 0.2920 -0.1394 0.4323
H 2.05914 2.34702 0.15113 -0.2814 -0.4634 -0.1688
C 1.60341 -0.32673 -1.85627 0.8500 0.1313 0.3128
C 2.10203 -0.93706 -0.66143 0.0429 0.6139 -1.1495
H 2.33759 -1.98827 -0.50846 -0.1647 0.4277 -0.0859
H 2.76634 -0.01342 1.30217 -0.3637 0.0816 -0.3969
H 1.16592 1.82373 -2.36346 0.1556 -0.4214 0.4003
H 1.33787 -0.87989 -2.76542 0.0898 0.3824 0.5159
O -0.10643 1.42823 4.39371 0.0999 -0.7215 0.1122
Cl -0.00665 0.12703 3.82404 -0.6456 0.8637 -1.4972
O 1.19567 -0.55363 4.10563 0.8207 0.2475 -0.3653
O -1.10432 -0.72648 4.10978 -0.4005 0.4096 -0.4583
O -0.03874 0.52990 2.23269 -0.0062 -0.3320 1.7736
```
Positions in Å, forces in eV/Å.

Summary:
spin multiplicity: 1
energy above the lowest of the compared OMol25 structures with the same formula, charge and spin: 0.0000 eV
frontier orbital gap: 6.780 eV
HOMO: -9.03 eV



no.,DFT total energy (Eh)
1,-3118.61887
2,-2779.44874
3,-6591.64591
4,-1822.30191